# 1
{"formula": "C2H5NO4", "method": "ωB97M-V/def2-TZVPD", "elements": ["O", "C", "N", "C", "O", "O", "H", "H", "H", "H", "H", "O"], "xyz": [[-0.03, 2.04, 2.47], [0.44, 1.07, 1.70], [-0.71, 0.38, 1.05], [-0.52, -0.56, -0.04], [0.72, -0.89, -0.24], [-1.54, -0.98, -0.67], [1.13, 1.39, 0.88], [-1.60, 0.49, 1.48], [1.10, 0.28, 2.11], [0.69, -1.27, -2.20], [-0.31, -0.85, -3.36], [0.63, -1.09, -3.20]], "mulliken_charge": [-0.474, -0.094, -0.114, 0.589, -0.812, -0.735, 0.228, 0.204, 0.231, 0.385, 0.303, -0.712], "total_charge": -1, "e_tot_ev": -11835.197, "e_lumo_ev": [3.7979, 1.5192], "multiplicity": 2, "orbital_gap_ev": [8.571, 6.259]}



# 2
{"formula": "C2H5NO4", "method": "ωB97M-V/def2-TZVPD", "elements": ["C", "C", "N", "O", "O", "O", "O", "H", "H", "H", "H", "H"], "xyz": [[-1.13, 1.07, 0.09], [-0.11, -1.07, 0.10], [1.78, 0.78, -0.95], [2.42, 0.64, 0.09], [-0.29, -2.31, -0.42], [0.62, -0.90, 1.05], [-0.86, -0.16, -0.51], [-2.26, 1.40, -0.18], [-0.41, 1.81, -0.09], [-0.94, 0.94, 1.23], [-0.83, -2.32, -1.26], [2.02, 0.11, 0.87]], "mulliken_charge": [-0.666, 0.873, -0.224, -0.166, -0.463, -0.673, -0.325, 0.222, 0.327, 0.306, 0.357, 0.432], "e_tot_ev": -11830.652, "e_lumo_ev": [0.5197, 0.5664], "orbital_gap_ev": [8.872, 8.888]}



# 3
{"formula": "C2H5NOS", "method": "ωB97M-V/def2-TZVPD", "elements": ["C", "C", "N", "O", "S", "H", "H", "H", "H", "H"], "xyz": [[-1.19, 0.07, -0.55], [-0.10, -0.09, 0.57], [1.13, -0.78, -0.01], [2.39, -0.36, 0.70], [2.28, 0.06, -0.94], [-1.90, 0.73, -0.02], [-1.79, -0.80, -0.89], [-0.68, 0.59, -1.29], [-0.30, -0.71, 1.52], [0.14, 1.27, 0.91]], "mulliken_charge": [-0.908, -0.273, -0.040, -0.265, 0.076, 0.284, 0.292, 0.316, 0.302, 0.216], "e_tot_ev": -16522.765, "e_lumo_ev": -0.2340, "orbital_gap_ev": 8.792}



# 4
{"formula": "C2H5NOS2", "method": "ωB97M-V/def2-TZVPD", "elements": ["C", "C", "N", "O", "S", "S", "H", "H", "H", "H", "H"], "xyz": [[-0.53, -1.51, -0.20], [-0.90, -0.10, -0.09], [-0.07, 0.83, -0.46], [-0.42, 2.13, -0.16], [3.08, 0.74, 0.25], [-2.53, 0.35, 0.36], [-0.43, -2.16, 0.57], [0.42, -1.41, -0.60], [-1.31, -2.01, -0.74], [2.31, 0.45, 1.25], [0.40, 2.69, -0.18]], "mulliken_charge": [-0.973, 0.373, -0.114, -0.314, -0.234, -0.153, 0.345, 0.304, 0.298, 0.112, 0.357], "e_tot_ev": -27356.386, "e_lumo_ev": [-4.3826, -4.3167], "orbital_gap_ev": [3.573, 3.810]}



# 5
{"formula": "C2H5NS", "method": "ωB97M-V/def2-TZVPD", "elements": ["C", "C", "N", "S", "H", "H", "H", "H", "H"], "xyz": [[1.60, 0.00, 0.11], [-0.13, 0.04, -0.33], [-1.25, 0.53, 0.18], [-2.71, -0.14, -0.23], [1.80, 0.91, 0.84], [1.90, -0.97, 0.70], [2.20, -0.09, -0.88], [-0.22, -0.53, -1.34], [-3.20, 0.25, 0.95]], "mulliken_charge": [-0.703, 0.100, -0.391, -0.115, 0.240, 0.244, 0.250, 0.212, 0.162], "e_tot_ev": -14477.514, "e_lumo_ev": 0.7702, "orbital_gap_ev": 9.509, "smiles": "C/C=N/S"}



# 6
{"formula": "C2H5NS", "method": "ωB97M-V/def2-TZVPD", "elements": ["C", "C", "N", "S", "H", "H", "H", "H", "H"], "xyz": [[-1.21, -0.63, 0.69], [0.38, 1.13, -0.22], [-1.88, -1.25, 1.48], [-1.47, 0.81, -0.06], [0.17, -1.32, -0.08], [0.32, 2.21, -0.62], [0.78, 0.44, -1.00], [0.64, 0.95, 0.85], [-1.47, -2.13, 1.86]], "mulliken_charge": [0.081, -0.854, -0.490, -0.020, 0.085, 0.287, 0.272, 0.347, 0.292], "e_tot_ev": -14476.921, "e_lumo_ev": 0.4622, "orbital_gap_ev": 9.509}



# 7
{"formula": "C2H5NS2", "method": "ωB97M-V/def2-TZVPD", "elements": ["C", "C", "S", "N", "S", "H", "H", "H", "H", "H"], "xyz": [[-1.41, -0.95, 0.07], [-0.62, 0.26, 0.08], [1.27, 0.23, -0.04], [1.48, 1.70, 0.35], [3.12, -0.84, -0.16], [-1.01, -1.86, -0.54], [-2.42, -0.54, -0.34], [-1.64, -1.17, 1.12], [-1.07, 0.90, -0.63], [2.30, 2.28, 0.09]], "mulliken_charge": [-0.698, -0.266, 0.361, -0.447, -0.316, 0.301, 0.246, 0.273, 0.280, 0.267], "e_tot_ev": -25309.810, "e_lumo_ev": [-1.1664, -1.3599], "orbital_gap_ev": [7.798, 6.938], "smiles": "CC=S(=N)=S"}



# 8
{"formula": "C2H5NS2", "method": "ωB97M-V/def2-TZVPD", "elements": ["C", "C", "N", "S", "S", "H", "H", "H", "H", "H"], "xyz": [[0.67, 0.33, 0.36], [-1.22, 0.51, -0.53], [2.54, -1.43, 0.57], [1.82, 1.60, 0.04], [1.93, -0.53, -0.53], [0.47, 0.01, 1.37], [-1.69, -0.42, -0.27], [-0.98, 0.63, -1.57], [-1.61, 1.39, -0.05], [3.46, -1.80, 0.34]], "mulliken_charge": [-0.136, -0.867, -0.545, -0.243, 0.245, 0.375, 0.319, 0.303, 0.310, 0.239], "e_tot_ev": -25311.953, "e_lumo_ev": -0.0599, "orbital_gap_ev": 8.477}



# 9
{"formula": "C2H5NS2", "method": "ωB97M-V/def2-TZVPD", "elements": ["C", "S", "N", "C", "S", "H", "H", "H", "H", "H"], "xyz": [[-0.54, -0.98, 1.53], [0.86, 0.15, 0.98], [0.76, 0.35, -0.61], [0.18, 1.25, -1.46], [0.17, 0.93, -3.10], [-0.51, -1.98, 1.06], [-1.50, -0.49, 1.32], [-0.31, -1.06, 2.60], [1.19, -0.32, -1.30], [-0.30, 2.14, -1.01]], "mulliken_charge": [-0.731, -0.032, -0.244, 0.001, -0.342, 0.275, 0.267, 0.259, 0.222, 0.325], "e_tot_ev": -25314.602, "e_lumo_ev": 0.1662, "orbital_gap_ev": 9.019, "smiles": "CSNC=S"}



# 10
{"formula": "C2H5NS2", "method": "ωB97M-V/def2-TZVPD", "elements": ["C", "C", "N", "S", "S", "H", "H", "H", "H", "H"], "xyz": [[0.25, 1.06, 1.03], [-0.80, -0.77, -1.38], [0.35, 1.40, 2.22], [0.80, -1.44, -1.40], [-1.19, 1.02, 0.21], [1.23, 0.84, 0.41], [-1.03, -0.31, -2.45], [-1.54, -1.38, -1.01], [1.25, 1.55, 2.59], [0.68, -1.98, -0.22]], "mulliken_charge": [0.167, -0.597, -0.579, -0.105, -0.187, 0.238, 0.272, 0.396, 0.241, 0.153], "e_tot_ev": -25312.958, "e_lumo_ev": -0.5303, "orbital_gap_ev": 8.288}



# 11
{"formula": "C2H5NSi", "method": "ωB97M-V/def2-TZVPD", "elements": ["C", "C", "N", "Si", "H", "H", "H", "H", "H"], "xyz": [[3.18, -0.07, -0.10], [2.85, 1.06, -0.29], [-2.43, -0.80, -0.52], [-2.40, 0.81, 0.08], [3.53, -1.03, 0.00], [-1.74, -1.52, -0.37], [-3.30, -1.18, 0.06], [2.58, 2.03, -0.54], [-2.27, 0.70, 1.67]], "mulliken_charge": [-0.324, -0.424, -0.540, 0.079, 0.379, 0.275, 0.257, 0.370, -0.073], "e_tot_ev": -11518.408, "e_lumo_ev": -0.4953, "orbital_gap_ev": 7.551}



# 12
{"formula": "C2H5O", "method": "ωB97M-V/def2-TZVPD", "elements": ["O", "H", "C", "C", "H", "H", "H", "H"], "xyz": [[-1.60, -0.11, 2.06], [-2.51, 0.17, 1.99], [0.67, 0.19, 0.00], [0.71, -0.16, -1.28], [1.49, -0.21, 0.60], [-0.21, 0.70, 0.37], [1.38, -0.91, -1.72], [0.08, 0.34, -2.03]], "mulliken_charge": [-1.163, 0.129, -0.343, -3.889, 0.236, 0.160, 1.613, 1.258], "total_charge": -2, "e_tot_ev": -4196.049, "e_lumo_ev": [7.9218, 7.9836], "multiplicity": 2, "orbital_gap_ev": [3.230, 7.509]}



# 13
{"formula": "C2H5O2PS2", "method": "ωB97M-V/def2-TZVPD", "elements": ["C", "C", "O", "O", "P", "S", "S", "H", "H", "H", "H", "H"], "xyz": [[0.75, -0.09, 1.40], [-0.83, -0.06, -1.42], [0.30, -0.95, 2.36], [-0.69, 0.75, -2.50], [1.03, -0.99, -0.28], [-0.44, 1.44, 1.08], [-1.81, 0.55, -0.06], [1.53, 0.41, 1.77], [-1.28, -0.94, -1.67], [-0.29, -1.68, 2.06], [-0.43, 1.68, -2.34], [2.16, -0.10, -0.41]], "mulliken_charge": [-0.290, -0.242, -0.511, -0.471, 0.054, -0.083, -0.099, 0.489, 0.411, 0.360, 0.341, 0.042], "e_tot_ev": -37206.833, "e_lumo_ev": 0.1054, "orbital_gap_ev": 8.731}



# 14
{"formula": "C2H5O2S", "method": "ωB97M-V/def2-TZVPD", "elements": ["C", "S", "H", "H", "H", "O", "C", "O", "H", "H"], "xyz": [[1.45, 0.83, -0.90], [-0.06, 1.30, -1.88], [1.20, -0.06, -0.34], [2.24, 0.68, -1.64], [1.71, 1.69, -0.30], [-0.38, -1.97, 2.66], [-0.84, -1.31, 1.71], [-0.37, -0.39, 1.04], [-1.90, -1.61, 1.47], [0.14, 0.81, -3.11]], "mulliken_charge": [-0.615, -0.205, 0.247, 0.289, 0.198, -0.641, -0.102, -0.484, 0.253, 0.060], "total_charge": -1, "e_tot_ev": -17086.286, "e_lumo_ev": 3.2687, "orbital_gap_ev": 7.111}



# 15
{"formula": "C2H5O2S", "method": "ωB97M-V/def2-TZVPD", "elements": ["O", "C", "O", "C", "H", "H", "H", "H", "S", "H"], "xyz": [[-0.61, -1.25, 0.61], [0.19, -1.12, -0.32], [0.36, -0.11, -1.06], [1.09, -2.34, -0.67], [-0.08, 1.28, -0.06], [2.14, -2.08, -0.68], [0.82, -2.65, -1.68], [0.90, -3.16, 0.01], [-0.49, 2.38, 0.68], [-1.75, 1.95, 0.80]], "mulliken_charge": [-0.675, 0.711, -0.808, -0.871, 0.248, 0.236, 0.226, 0.266, -0.438, 0.105], "total_charge": -1, "e_tot_ev": -17087.133, "e_lumo_ev": 3.7793, "orbital_gap_ev": 8.220}



# 16
{"formula": "C2H5O2S2", "method": "ωB97M-V/def2-TZVPD", "elements": ["C", "S", "S", "H", "H", "H", "H", "O", "C", "O", "H"], "xyz": [[-1.40, -1.10, -0.50], [-0.81, 0.20, -1.61], [1.09, -0.46, -1.96], [-1.15, -2.05, -0.95], [-2.47, -1.00, -0.33], [-0.86, -0.99, 0.44], [1.57, -0.20, -0.73], [1.03, 0.23, 1.82], [1.01, 1.42, 1.43], [1.08, 2.48, 2.08], [0.91, 1.46, 0.31]], "mulliken_charge": [-0.680, -0.093, -0.257, 0.269, 0.272, 0.259, 0.199, -0.619, 0.391, -0.663, -0.078], "total_charge": -1, "e_tot_ev": -27922.043, "e_lumo_ev": 3.1350, "orbital_gap_ev": 7.191}



# 17
{"formula": "C2H5O2S2", "method": "ωB97M-V/def2-TZVPD", "elements": ["C", "C", "O", "O", "S", "S", "H", "H", "H", "H", "H"], "xyz": [[0.51, 1.37, 0.57], [-0.06, -0.50, 0.62], [-0.90, -1.56, -1.61], [1.11, -0.11, -1.83], [-1.78, -0.70, 0.80], [0.51, -1.24, -1.09], [0.88, 1.49, -0.44], [1.27, 1.44, 1.33], [-0.38, 1.93, 0.79], [0.53, -0.93, 1.43], [-1.69, -1.19, -0.59]], "mulliken_charge": [-0.803, -0.330, -0.623, -0.643, -0.524, 0.489, 0.290, 0.255, 0.249, 0.316, 0.325], "total_charge": -1, "e_tot_ev": -27920.252, "e_lumo_ev": 3.7111, "orbital_gap_ev": 7.475}



# 18
{"formula": "C2H5O2V", "method": "ωB97M-V/def2-TZVPD", "elements": ["O", "V", "C", "O", "C", "H", "H", "H", "H", "H"], "xyz": [[0.21, 2.43, 0.70], [1.88, 2.44, 0.23], [-0.81, -1.44, 0.33], [0.30, -1.26, -0.61], [0.70, -0.08, -0.89], [-0.46, -2.14, 1.10], [-1.16, -0.49, 0.75], [-1.63, -1.90, -0.23], [1.60, -0.22, -1.53], [-0.61, 2.66, 0.16]], "mulliken_charge": [-0.742, 1.260, -0.477, -0.195, -0.298, 0.251, 0.293, 0.251, 0.315, 0.339], "total_charge": 1, "e_tot_ev": -31925.458, "e_lumo_ev": [-5.7496, -5.7311], "multiplicity": 4, "orbital_gap_ev": [7.078, 7.224]}



# 19
{"formula": "C2H5O3PS2", "method": "ωB97M-V/def2-TZVPD", "elements": ["O", "P", "O", "O", "C", "C", "S", "S", "H", "H", "H", "H", "H"], "xyz": [[0.09, 0.07, -2.51], [0.01, 1.05, -1.40], [-0.79, 2.39, -1.43], [1.56, 1.51, -0.94], [-0.43, 0.17, 0.26], [0.30, -1.08, 0.48], [1.79, -0.89, 1.26], [-1.25, -2.09, 1.70], [1.95, 0.69, -0.55], [-0.32, 0.98, 1.05], [-1.53, -0.16, 0.20], [0.33, -1.85, -0.31], [-1.69, -0.79, 2.17]], "mulliken_charge": [-0.730, 0.920, -0.808, -0.502, -0.891, -0.060, -0.557, -0.520, 0.256, 0.201, 0.323, 0.275, 0.093], "total_charge": -2, "e_tot_ev": -39258.954, "e_lumo_ev": 5.6203, "orbital_gap_ev": 6.100, "smiles": "O=[P@]([O-])(O)C[C@@H]([S-])S"}



# 20
{"formula": "C2H5OP", "method": "ωB97M-V/def2-TZVPD", "elements": ["C", "C", "O", "P", "H", "H", "H", "H", "H"], "xyz": [[2.86, 0.18, -0.38], [-1.33, -0.06, 0.69], [3.87, -0.04, 0.12], [-0.19, -1.16, -0.21], [2.56, 0.81, -1.27], [-2.38, -0.16, 0.48], [-0.91, 0.93, 0.65], [-1.14, -0.52, 1.68], [-0.01, -0.31, -1.42]], "mulliken_charge": [0.063, -0.738, -0.284, -0.029, 0.209, 0.316, 0.262, 0.218, -0.017], "e_tot_ev": -13487.307, "e_lumo_ev": [-0.5884, 0.3001], "orbital_gap_ev": [7.445, 8.459]}